P | Formula: C8H14N2O5
Source: OMol25
Level of theory: ωB97M-V/def2-TZVPD

Element x y z (Å)
C -1.7624 1.0418 0.7958
C -1.9162 -0.0394 -0.2239
N -3.2634 -0.3116 -0.3974
C -1.1925 -1.3353 0.0998
O -1.5532 -2.3450 0.6819
N 0.1607 -1.3596 -0.1801
C 1.1593 -0.4794 -0.9929
C 2.3421 -0.1265 -0.0700
C 1.8957 0.5076 1.2447
C 1.2592 1.8079 1.4082
O 1.0813 2.6474 0.5053
O 0.5770 2.1020 2.5229
C 1.5189 -1.1888 -2.3640
O 2.5522 -0.8943 -2.9201
O 0.5586 -2.0407 -2.8371
H -0.7532 1.1095 1.2663
H -2.3809 1.9417 0.5131
H -2.3222 0.7504 1.7264
H -1.5117 0.2987 -1.2027
H -3.7844 -0.0114 -1.2294
H -3.4932 -1.3424 -0.3156
H 0.5150 -2.3445 0.0312
H 0.7043 0.5085 -1.3399
H 2.8816 0.4956 -0.7425
H 2.7347 -1.1031 0.1906
H 1.1029 -0.1458 1.6120
H 2.7152 0.5980 2.0234
H 0.3545 3.0305 2.4586
H -0.1801 -1.7717 -2.2645

Calculated values
HOMO level in eV: -9.49
SMILES: C[C@H](N)C(=O)N[C@@H](CCC(=O)O)C(=O)O
LUMO level in Ha: 0.0166
HOMO-LUMO gap in eV: 9.94

Q | Formula: C8H14N2O5
Source: OMol25
Level of theory: ωB97M-V/def2-TZVPD

Element x y z (Å)
C 2.1033 1.6022 2.5442
C 2.2865 0.4447 1.5599
N 1.4639 0.5785 0.3634
C 0.1116 0.4034 0.4443
O -0.5061 0.5029 1.4985
C -0.5737 -0.0673 -0.8304
N -0.9441 -1.4872 -0.6734
C -1.8132 0.7863 -1.1238
C -2.7774 0.1614 -2.1581
C -2.1127 -0.2466 -3.4578
O -2.2316 0.3903 -4.4798
O -1.3726 -1.3540 -3.4025
C 2.0589 -0.9345 2.1712
O 1.5305 -1.8590 1.6020
O 2.5672 -1.0264 3.4093
H 2.3115 2.5652 2.0281
H 1.0675 1.6124 2.9484
H 2.8120 1.5150 3.3788
H 3.3463 0.4757 1.2115
H 1.8972 0.2959 -0.4907
H 0.1207 -0.0283 -1.7040
H -1.6177 -1.5802 0.0953
H -0.1373 -2.0215 -0.3718
H -2.3614 0.9409 -0.2007
H -1.4827 1.7575 -1.4981
H -3.5445 0.8906 -2.3850
H -3.2746 -0.7301 -1.7298
H -1.3556 -1.6653 -2.4553
H 2.4282 -1.9225 3.7062

Calculated values
HOMO level in eV: -9.84
SMILES: C[C@H](NC(=O)[C@@H](N)CCC(=O)O)C(=O)O
LUMO level in Ha: 0.0119
HOMO-LUMO gap in eV: 10.17

Most stable structure: Q